1.
ORCA calculation (ωB97M-V with the def2-TZVPD basis set) on a cluster of 6 separate species, C36H65BrClN6OP2 in total.

Geometry as XYZ:
```
112
C36H65BrClN6OP2 (ωB97M-V with the def2-TZVPD basis set)
C 1.361 -1.261 -2.082
H -10.914 -3.521 -2.861
H 6.288 -3.912 -3.108
C 9.216 -5.380 -2.535
H 5.042 -8.546 -0.938
P 3.083 -4.063 -1.007
H -1.958 0.809 -1.194
H 2.892 1.832 3.852
H 8.248 -8.599 -0.759
C -9.390 -1.972 -2.922
N 9.531 -5.831 -1.528
C 3.634 0.963 2.026
H 0.676 5.588 6.540
H -0.176 4.310 4.556
H -3.614 2.436 0.237
C -3.958 2.754 -0.751
H -1.324 2.171 -0.266
H 8.378 -8.167 0.939
H -0.298 6.045 4.287
H -2.987 7.529 0.637
H -0.663 1.420 -3.132
C -1.629 1.854 -1.265
H -6.683 -0.692 -1.558
C -6.454 2.454 -0.507
H -2.476 5.194 1.324
H -9.182 0.911 -1.778
H -4.294 4.826 3.010
C -2.677 5.945 2.091
H -4.307 3.785 -0.633
H -7.773 1.651 -2.528
C 8.815 -4.799 -3.815
H 4.944 -6.816 -1.279
O 4.683 -4.012 -0.878
C 0.714 1.660 2.253
H -9.417 -1.570 -3.922
C -2.780 2.737 -1.731
H -3.553 6.022 4.076
N 6.491 -10.671 0.818
H 1.140 -1.345 -1.017
Cl 2.487 -3.178 0.720
H 3.953 -1.483 -2.470
H 2.633 0.461 -2.493
H 4.986 -3.882 0.034
H 1.824 6.432 5.518
C 1.696 3.088 6.105
H -5.251 1.904 -2.239
N -8.523 -1.512 -1.976
N 0.234 2.504 1.644
H -3.108 2.423 -2.726
C 7.037 -9.706 0.527
H 3.573 0.022 1.469
H -3.696 7.862 2.214
C 0.814 1.189 -1.555
H 4.684 1.150 2.251
C -7.599 1.457 -0.399
H 6.140 -7.812 -2.110
H -2.709 4.516 3.714
H -5.032 0.870 -0.835
H 9.105 -2.726 -3.290
C -8.094 0.939 -1.761
H -1.712 6.362 2.386
H -6.768 3.349 -1.051
C 7.673 -8.443 0.155
C 6.632 -7.340 -0.047
H -8.148 -2.004 0.071
H 3.209 0.114 3.956
H 0.551 -1.712 -2.658
H 6.098 -7.176 0.892
H 8.047 -2.991 -4.663
H -7.285 0.624 0.240
C 8.302 -3.361 -3.669
H -2.386 3.752 -1.844
H -6.192 2.793 0.502
H 2.982 4.293 5.000
C -10.142 -2.957 -2.363
N 1.163 2.088 6.286
Br 2.631 -3.190 -4.331
H 0.786 0.545 4.003
C -8.722 -2.203 -0.820
P 2.804 -2.281 -2.409
H 1.203 -0.348 2.536
C 5.631 -7.655 -1.157
H 6.727 -2.247 -2.682
C 7.096 -3.273 -2.745
H 7.352 -3.597 -1.735
H 8.041 -5.441 -4.241
N -5.823 6.229 0.611
H 7.165 -6.418 -0.286
H -8.428 1.935 0.129
C 0.405 5.225 4.432
C 2.809 0.892 3.306
H 9.674 -4.832 -4.485
C -7.557 -0.445 -2.163
H -0.157 2.938 -2.394
H 1.504 1.936 -1.163
C -0.405 1.896 -2.181
H 2.960 4.610 6.733
H -10.113 -3.809 -0.307
C -3.348 5.291 3.292
C 1.290 5.489 5.644
C 1.566 0.228 -2.492
H 1.201 0.337 -3.513
C -9.719 -3.106 -1.022
C -3.513 7.077 1.479
C 1.326 0.604 3.057
H -7.266 -0.453 -3.213
H 3.287 1.767 1.373
C -5.179 1.911 -1.148
H 0.452 0.634 -0.685
H 0.997 5.125 3.520
C 2.330 4.384 5.872
C -4.808 6.601 0.994
```

Properties
Charge ... +1
HOMO energy ... -9.26 eV
Orbital gap ... 5.1 eV
Lowest unoccupied orbital energy ... -4.112 eV

---

2.
ORCA calculation (ωB97M-V with the def2-TZVPD basis set) on an isolated molecule of C2H3NOS2 in a non-equilibrium geometry.

Geometry as XYZ:
```
9
C2H3NOS2 (ωB97M-V with the def2-TZVPD basis set)
S 1.356 1.427 0.043
S -4.275 0.446 0.014
O 0.551 0.312 -0.912
C -1.678 -0.142 -0.152
C -0.319 -0.590 -0.164
H -0.136 -1.495 -0.537
N -2.785 0.201 0.005
H 0.360 2.329 0.233
H -0.103 -0.585 1.002
```

Properties
HOMO energy ... -8.47 eV
SMILES string ... [S-][N+]#CCOS
Orbital gap ... 8.5 eV
Lowest unoccupied orbital energy ... 0.004 eV
Relative energy (zero: lowest compared OMol25 entry of this formula, charge and spin) ... 354.19 kJ/mol